Record 1
51
Properties=species:S:1:pos:R:3:forces:R:3 method="wB97M-V/def2-TZVPD" de_lowest_kcal_mol=9.77 total_energy_ha=-961.993842 homo_ev=-9.27 smiles=COCCNCCOC.COCCNCCOC.O homo_lumo_gap_ev=10.070
C -0.895761 10.758693 -10.036828 0.4428 -0.1123 1.4566
O -2.254790 10.365955 -9.968974 0.3273 0.5833 -0.4959
C -3.106623 11.493472 -9.802987 -0.5106 -0.6072 -0.5842
C -4.409190 10.988111 -9.202871 0.5668 0.4741 -0.5157
N -5.335225 12.114812 -9.052003 -0.3173 -0.9196 0.5485
C -6.481960 11.646519 -8.266785 0.0176 0.2613 0.8629
C -7.438858 12.808301 -7.941145 0.1176 -0.4614 -0.5478
O -6.918883 13.637101 -6.933143 0.4221 0.4849 -0.4066
C -6.050239 14.698683 -7.327465 -0.4086 0.3092 1.0189
H -0.236780 9.931806 -10.295308 -0.4206 -0.1893 -0.4548
H -0.591986 11.000739 -9.008742 0.1278 0.2873 -0.0375
H -0.660111 11.635426 -10.642238 -0.3914 -0.0812 -0.3769
H -3.343296 11.927531 -10.782872 0.1944 0.0861 -0.1241
H -2.666212 12.297376 -9.209447 0.1148 -0.2043 0.3153
H -4.161562 10.505855 -8.257107 -0.3031 0.2488 0.2299
H -4.831755 10.212146 -9.852835 0.1074 -0.1106 0.0022
H -5.686879 12.363116 -9.971772 0.1323 0.0577 -0.0456
H -6.114539 11.272504 -7.305178 0.2167 0.4328 0.1271
H -6.927761 10.710614 -8.637908 -0.5199 0.4563 -0.6338
H -8.400971 12.443052 -7.573846 0.0959 -0.0998 -0.0003
H -7.627856 13.432986 -8.824322 -0.0603 -0.2042 -0.1511
H -5.088757 14.348539 -7.689977 -0.0175 -0.0226 -0.1212
H -5.950886 15.259707 -6.394206 0.5344 -0.0255 -0.0219
H -6.505331 15.441456 -7.991209 -0.1906 -0.4732 -0.4899
C -12.866186 13.966785 -4.853037 -1.5219 -0.4084 0.6494
O -12.038574 14.977301 -5.317968 0.5542 0.6999 -0.4661
C -10.859798 14.546229 -5.993277 0.0267 -0.6557 0.5730
C -9.784451 15.620538 -5.984595 -0.2280 0.0840 0.0991
N -9.537427 15.942607 -4.560510 0.1809 0.5227 -0.7706
C -8.805034 17.219661 -4.512623 0.8150 -0.8019 1.3657
C -8.224076 17.601611 -3.118170 -0.7346 -0.5259 -2.0878
O -9.269963 18.164623 -2.395650 -0.0720 1.1988 0.9680
C -8.858788 18.498095 -1.058562 -0.1738 -2.0419 -0.2554
H -13.761307 14.440661 -4.435782 -0.0488 0.2208 -0.4895
H -12.569281 13.376280 -3.973862 1.0625 0.0513 -0.3224
H -13.192797 13.273685 -5.634886 0.1327 0.0224 -0.1068
H -11.042158 14.099967 -6.975695 -0.3500 0.4456 -0.2209
H -10.483528 13.712383 -5.389934 0.4465 -0.0016 -0.0532
H -9.922208 16.561265 -6.536119 -1.0710 -0.1505 -0.0929
H -8.931452 15.225813 -6.544689 0.3946 -0.4247 0.7075
H -10.478521 16.069900 -4.199646 0.1319 0.0031 0.3756
H -9.422746 18.055869 -4.846602 0.2300 0.0984 -0.3731
H -7.912064 17.023704 -5.112576 -0.1512 0.5026 -0.4201
H -7.446728 18.336720 -3.368082 0.1600 0.0083 0.5475
H -7.804875 16.692174 -2.670162 0.0702 0.1835 0.2457
H -7.864815 18.942816 -1.001282 -0.1208 0.3972 -0.2002
H -8.791654 17.502634 -0.597757 0.2587 0.2750 0.5916
H -9.621410 19.040615 -0.509865 -0.0486 0.3483 -0.4098
O -7.658072 13.766356 -4.342786 0.2256 0.4544 -0.2298
H -7.127591 13.887825 -5.159619 -0.7543 -0.3830 0.6615
H -8.328610 14.486314 -4.349186 0.3074 -0.2934 0.1604

Record 2
48
Properties=species:S:1:pos:R:3:forces:R:3 method="wB97M-V/def2-TZVPD" de_lowest_kcal_mol=42.97 total_energy_ha=-777.286264 homo_ev=-10.07 smiles=CC(C)O.CC(C)O.CC(C)O.CC(C)O homo_lumo_gap_ev=10.462
C -2.298260 5.174939 -0.074781 -0.5068 -0.7035 -0.1469
C -1.787350 3.732949 -0.078981 1.0101 1.6805 -0.6001
C -2.723630 2.789449 0.543759 -1.0697 -1.1481 -0.1586
O -1.506040 3.354869 -1.477961 -0.2852 0.2849 1.6009
H -3.235520 5.200909 -0.630631 0.2137 0.1600 -0.6940
H -1.532260 5.841129 -0.471671 -0.3395 0.1391 0.0205
H -2.669260 5.483949 0.902439 0.6894 -0.0117 0.3393
H -0.844130 3.723859 0.467249 0.2851 -0.0338 0.0026
H -3.607110 2.775619 -0.094491 -0.2567 -0.2169 0.1057
H -3.042620 3.007159 1.563049 0.2577 0.2719 -0.0162
H -2.292280 1.788449 0.537839 -0.0949 -0.1801 0.0710
H -1.108390 2.490009 -1.353441 0.0954 -0.2602 -0.5245
C -1.484980 -3.912301 -1.551891 -0.4845 0.6274 -2.1178
C -2.496150 -3.738131 -2.744611 1.1824 -0.9486 0.1478
C -3.347800 -4.988801 -2.963441 -2.2317 -0.0826 2.0337
O -3.157260 -2.470761 -2.556851 -0.0889 -1.3959 -0.2448
H -0.784360 -4.674791 -1.892241 -0.0744 -0.3326 0.5839
H -1.971160 -4.094381 -0.593461 0.0589 -0.1876 -0.1815
H -0.905750 -2.989341 -1.525011 -0.0618 0.0762 0.3330
H -1.993170 -3.781961 -3.710621 0.9980 1.0769 0.0732
H -2.937350 -5.972711 -2.736421 0.9829 0.2841 -0.4379
H -3.960760 -5.082061 -3.859931 0.4873 0.4070 -0.4144
H -4.100060 -4.983481 -2.174651 -0.5052 0.1652 0.2875
H -3.906240 -2.491681 -3.157021 -0.2443 0.3240 -0.0586
C 2.469360 0.927059 -3.600221 0.5670 -0.4088 -0.9027
C 2.290730 0.081019 -2.373951 -1.3297 -1.6091 -1.1779
C 2.869500 -1.378361 -2.570441 -0.0609 0.9921 0.8997
O 2.841510 0.686049 -1.289741 2.1695 0.8879 2.3393
H 3.532660 0.918819 -3.839841 0.2005 0.5052 0.1555
H 2.092230 1.941969 -3.474381 0.0531 -0.0588 -0.0353
H 2.039250 0.459299 -4.485831 -0.4694 0.0610 0.0458
H 1.231480 0.055619 -2.118141 -0.4975 -0.7924 -0.5860
H 2.177260 -2.022861 -3.112231 0.1466 0.1208 -0.1158
H 3.096630 -1.826311 -1.603041 -0.6079 0.0143 0.2784
H 3.870640 -1.392941 -3.001251 -0.1666 0.3626 -0.6585
H 2.235730 1.285179 -0.847391 -0.0166 -0.0717 -0.2253
C 2.060760 0.421829 6.450549 0.5008 -0.7082 -0.1113
C 2.338720 0.826759 5.003999 0.2686 -0.3218 0.3444
C 2.799980 -0.318081 4.043109 1.1933 1.2412 1.4862
O 1.187410 1.468699 4.561529 -1.1325 0.2849 -0.6921
H 1.845010 1.316899 7.033999 -0.0453 -0.1076 -0.0179
H 2.898710 -0.111721 6.899179 0.1244 0.0762 0.0690
H 1.214950 -0.264161 6.496599 -0.2306 -0.0245 0.0349
H 3.054470 1.640959 5.117489 0.5797 -0.2487 -0.6876
H 2.234090 -1.246531 4.119599 -0.1984 0.2209 -0.1125
H 3.802530 -0.487221 4.436019 0.2178 -0.6996 -0.0605
H 3.000880 0.013189 3.024279 -0.6384 0.0529 -0.0148
H 0.507420 0.821969 4.763909 -0.6448 0.2356 -0.2588

LUMO energy? In order: 0.798 0.391 eV.